A molecular structure, C43H48AsCoN3O10PS3. Source: OMol25; level of theory: wB97M-V/def2-TZVPD.

Values from the calculation:
DFT total energy = -210570.6882 eV
net charge = -1
multiplicity = 4
LUMO (spin up / spin down) = 2.18 / 2.08 eV

```
110
Properties=species:S:1:pos:R:3:forces:R:3
Co 0.895 0.972 0.709 0.3 -0.3 -0.2
N 1.735 0.808 -1.409 -0.1 -0.1 0.1
C 2.969 1.502 -1.789 0.0 0.0 0.0
C 2.727 2.951 -2.179 0.1 0.0 0.0
C 2.123 3.820 -1.077 0.0 0.0 0.0
C 2.900 3.717 0.236 0.0 0.0 -0.1
N 2.290 2.737 1.143 -0.3 0.0 0.3
H 1.943 -0.182 -1.342 0.0 0.0 0.0
H 1.032 0.889 -2.139 0.0 0.0 0.0
H 3.469 0.995 -2.624 0.0 0.0 0.0
H 3.642 1.441 -0.932 0.0 0.0 0.0
H 2.107 2.982 -3.086 0.0 0.0 0.0
H 3.697 3.372 -2.468 0.0 0.0 0.0
H 1.091 3.534 -0.867 0.0 0.0 0.0
H 2.097 4.858 -1.423 0.0 0.0 0.0
H 2.962 4.701 0.711 -0.1 0.0 0.0
H 3.931 3.413 0.034 0.0 0.0 0.0
H 1.673 3.245 1.768 0.1 -0.1 0.0
H 2.995 2.269 1.713 0.1 0.1 -0.1
O -4.112 1.085 -0.364 0.0 -0.1 0.0
S -3.050 1.261 0.574 0.0 -0.2 -0.1
O -3.232 -0.006 1.547 -0.1 0.3 0.0
O -1.707 1.261 0.094 0.1 0.3 -0.1
C -3.446 2.612 1.651 -0.3 -0.2 0.0
C -4.821 2.819 1.734 0.0 0.1 0.1
C -5.337 3.754 2.613 0.0 0.0 0.0
C -4.473 4.474 3.419 0.0 0.0 0.0
C -3.107 4.268 3.328 0.0 0.1 0.0
C -2.564 3.341 2.442 0.1 0.1 0.1
S -0.752 3.324 2.393 0.0 0.0 -0.1
O -0.373 4.076 3.567 0.1 0.0 0.0
O -0.429 3.956 1.127 -0.1 0.0 0.1
O -0.326 1.919 2.463 -0.1 0.0 -0.1
H -5.481 2.244 1.103 0.0 0.0 0.0
H -6.407 3.909 2.662 0.0 0.0 0.0
H -4.858 5.203 4.121 0.0 0.0 0.0
H -2.419 4.830 3.942 0.0 0.0 0.0
O 4.466 0.980 2.177 -0.1 0.2 0.3
N 4.054 -0.113 1.771 0.4 0.3 -0.7
O 4.739 -1.136 1.899 0.1 0.0 0.4
O 2.965 -0.184 1.143 -0.3 -0.1 0.1
C 1.409 -2.588 0.704 0.1 -0.1 0.0
C 1.595 -2.792 2.204 0.0 0.0 0.1
As 2.097 -4.617 2.762 0.0 0.0 0.0
C 0.575 -5.530 1.924 0.0 0.0 0.0
C -0.521 -5.769 2.749 -0.1 0.0 0.0
C -1.686 -6.330 2.244 0.0 0.0 0.0
C -1.769 -6.666 0.901 0.0 0.0 0.0
C -0.678 -6.448 0.071 0.0 0.0 0.0
C 0.486 -5.888 0.580 0.0 0.0 0.0
C 3.508 -4.977 1.462 0.0 0.0 -0.1
C 3.728 -6.258 0.962 0.0 0.0 0.0
C 4.798 -6.512 0.113 0.0 0.0 0.0
C 5.667 -5.487 -0.233 0.0 0.0 0.0
C 5.460 -4.211 0.274 0.0 0.0 0.0
C 4.388 -3.951 1.117 -0.1 -0.2 0.0
P 0.114 -1.329 0.341 -0.1 0.2 0.2
C -1.278 -2.184 1.018 -0.1 0.1 0.0
C -2.550 -0.102 2.750 -0.1 -0.1 0.0
C -2.693 -1.196 3.488 0.1 0.2 0.0
C -3.464 -2.388 3.137 -0.1 -0.1 0.0
C -3.376 -3.070 1.991 0.1 -0.1 0.1
C -2.434 -2.796 0.898 0.3 0.1 -0.1
C -0.208 -1.660 -1.452 0.2 0.0 -0.1
C -1.392 -1.227 -2.050 0.0 0.0 0.0
C -1.597 -1.385 -3.412 0.0 0.0 0.0
C -0.621 -1.971 -4.208 0.0 0.0 0.0
C 0.560 -2.407 -3.627 0.0 0.0 0.0
C 0.762 -2.256 -2.260 -0.1 0.0 0.0
H 1.128 -3.513 0.200 -0.1 0.0 0.0
H 2.346 -2.224 0.287 0.0 0.0 0.0
H 0.672 -2.615 2.764 0.0 0.0 0.0
H 2.348 -2.107 2.595 0.0 0.0 0.0
H -0.472 -5.505 3.800 0.0 0.0 0.0
H -2.530 -6.496 2.901 0.0 0.0 0.0
H -2.679 -7.098 0.502 0.0 0.0 0.0
H -0.732 -6.707 -0.979 0.0 0.0 0.0
H 1.328 -5.726 -0.082 0.0 0.0 0.0
H 3.059 -7.069 1.228 0.0 0.0 0.0
H 4.950 -7.511 -0.276 0.0 0.0 0.0
H 6.502 -5.682 -0.895 0.0 0.0 0.0
H 6.135 -3.403 0.016 0.0 0.0 0.0
H 4.256 -2.943 1.498 0.0 -0.2 -0.1
H -1.894 0.715 3.012 0.0 0.1 0.0
H -2.188 -1.170 4.447 0.0 0.0 0.0
H -4.140 -2.764 3.900 0.0 0.0 0.0
H -4.023 -3.930 1.854 0.0 0.0 0.0
H -2.712 -3.163 -0.097 -0.1 0.0 0.0
H -2.166 -0.764 -1.451 0.0 0.0 0.1
H -2.528 -1.046 -3.850 0.0 0.0 0.0
H -0.784 -2.091 -5.271 0.0 0.0 0.0
H 1.329 -2.870 -4.233 0.0 0.0 0.0
H 1.689 -2.612 -1.827 0.0 0.0 0.0
C -2.019 2.534 -3.087 0.0 -0.1 0.0
S -1.632 3.669 -1.742 0.4 -0.2 0.1
O -2.907 3.869 -1.013 -0.3 0.2 0.0
C -1.379 5.133 -2.751 -0.2 0.0 0.1
C -0.210 5.300 -3.480 0.0 0.0 0.0
C -0.018 6.476 -4.188 0.0 0.0 0.0
C -0.981 7.476 -4.151 0.0 0.0 0.0
C -2.139 7.303 -3.407 0.0 0.0 0.0
C -2.345 6.126 -2.699 0.1 0.0 -0.1
H -2.861 2.915 -3.662 0.0 0.0 0.0
H -2.276 1.591 -2.601 0.0 0.1 0.0
H -1.140 2.397 -3.718 0.0 0.0 0.0
H 0.554 4.531 -3.472 0.0 0.0 0.0
H 0.894 6.621 -4.753 0.0 0.0 0.0
H -0.820 8.399 -4.694 0.0 0.0 0.0
H -2.881 8.091 -3.365 0.0 0.0 0.0
H -3.223 5.957 -2.089 0.0 0.0 0.0
```
Forces are in eV/Å.

Löwdin population analysis, charges in e, atoms 1 to 99: Co 0.285; N 0.010; C -0.250; C -0.206; C -0.210; C -0.233; N 0.010; H 0.041; H 0.090; H 0.111; H 0.102; H 0.090; H 0.111; H 0.059; H 0.104; H 0.111; H 0.111; H 0.045; H 0.051; O -0.257; S 0.643; O -0.182; O -0.313; C -0.243; C -0.051; C -0.068; C -0.063; C -0.046; C -0.195; S 0.457; O -0.319; O -0.328; O -0.378; H 0.114; H 0.103; H 0.104; H 0.107; O -0.017; N -0.559; O -0.032; O -0.108; C -0.414; C -0.422; As 1.293; C -0.409; C -0.138; C -0.107; C -0.104; C -0.088; C -0.127; C -0.415; C -0.143; C -0.106; C -0.107; C -0.077; C -0.107; P 1.013; C -0.129; C -0.142; C -0.075; C -0.099; C -0.112; C -0.161; C -0.336; C -0.098; C -0.087; C -0.100; C -0.089; C -0.105; H 0.052; H 0.057; H 0.047; H 0.050; H 0.088; H 0.098; H 0.096; H 0.099; H 0.093; H 0.095; H 0.094; H 0.093; H 0.104; H 0.055; H 0.096; H 0.113; H 0.097; H 0.094; H 0.109; H 0.087; H 0.104; H 0.096; H 0.100; H 0.099; C -0.212; S 0.917; O -0.492; C -0.365; C -0.085; C -0.084

A molecular structure, C43H48BrN5O3STa. Source: OMol25; level of theory: wB97M-V/def2-TZVPD.

Values from the calculation:
DFT total energy = -141393.6455 eV
net charge = +1
relative energy (zero: lowest compared OMol25 entry of this formula, charge and spin) = 10.1 kJ/mol
LUMO = -3.87 eV

```
102
Properties=species:S:1:pos:R:3:forces:R:3
Ta 0.134 0.447 -0.342 -0.9 -0.3 -0.4
C 1.118 -3.293 -5.571 0.0 0.0 0.0
C 1.283 -1.772 -5.485 0.0 -0.1 0.0
C 1.542 -1.305 -4.086 -0.1 -0.1 -0.2
C 2.741 -1.062 -3.496 0.2 0.1 0.0
C 4.104 -1.132 -4.113 0.0 0.0 0.0
C 4.631 0.247 -4.528 0.0 0.0 0.0
C 2.468 -0.676 -2.144 -0.2 0.0 -0.1
N 1.105 -0.692 -1.897 -0.1 0.3 0.2
C 0.533 -1.091 -3.095 0.2 0.0 0.1
C -0.806 -1.299 -3.303 -0.1 0.0 -0.1
C -1.779 -1.169 -2.345 0.0 0.0 0.2
C -3.177 -1.384 -2.567 0.0 -0.1 -0.2
C -3.793 -1.800 -3.867 0.0 0.0 0.0
C -3.774 -3.320 -4.062 0.0 0.0 0.0
C -3.798 -1.174 -1.376 -0.1 0.1 0.1
C -2.775 -0.835 -0.429 0.1 0.0 -0.2
C -2.996 -0.602 0.905 -0.2 0.0 0.0
C -2.023 -0.349 1.839 0.3 0.1 0.1
N -0.676 -0.173 1.565 0.0 0.1 -0.2
C -0.081 -0.029 2.808 -0.2 0.0 -0.1
C 1.259 0.154 3.024 0.1 0.0 0.1
C 2.220 0.147 2.047 0.1 -0.1 -0.2
N 1.966 -0.058 0.699 -0.3 0.2 0.0
C 3.215 -0.109 0.107 -0.1 0.1 0.2
C 3.436 -0.373 -1.221 0.2 0.0 0.0
C 4.244 0.102 1.076 0.2 -0.1 -0.1
C 3.628 0.260 2.280 0.0 0.0 0.2
C 4.258 0.542 3.606 0.0 0.0 0.0
C 4.263 2.042 3.925 0.0 0.0 0.0
C 5.715 0.054 0.795 0.0 0.0 0.0
C 6.261 -1.379 0.780 -0.1 0.0 0.0
C -1.060 -0.110 3.851 0.1 0.0 0.2
C -2.265 -0.293 3.250 -0.2 0.0 0.0
C -3.600 -0.490 3.899 0.0 -0.1 0.0
C -3.919 -1.970 4.146 0.0 0.0 0.0
C -0.753 -0.055 5.316 0.0 0.0 0.0
C -0.139 -1.357 5.850 0.0 0.0 -0.1
N -1.533 -0.815 -1.032 0.0 0.1 0.0
C -5.267 -1.209 -1.086 0.0 0.0 0.0
C -5.882 0.196 -1.088 0.1 0.0 0.0
H 0.912 -3.604 -6.595 0.0 0.0 0.0
H 0.297 -3.637 -4.937 0.0 0.0 0.0
H 2.025 -3.800 -5.236 0.0 0.0 0.0
H 0.394 -1.277 -5.881 0.0 0.0 0.0
H 2.110 -1.455 -6.122 0.0 0.0 0.0
H 4.064 -1.784 -4.987 0.0 0.0 0.0
H 4.802 -1.607 -3.419 0.0 0.0 0.0
H 3.968 0.706 -5.263 0.0 0.0 0.0
H 5.625 0.167 -4.969 0.0 0.0 0.0
H 4.689 0.924 -3.672 0.0 0.0 0.0
H -1.115 -1.599 -4.295 0.0 0.0 0.0
H -3.272 -1.314 -4.695 0.0 0.0 0.0
H -4.821 -1.436 -3.905 0.0 0.0 0.0
H -2.752 -3.705 -4.043 0.0 0.0 0.0
H -4.225 -3.597 -5.015 0.0 0.0 0.0
H -4.328 -3.818 -3.264 0.0 0.0 0.0
H -4.014 -0.685 1.261 0.0 0.0 0.0
H 1.584 0.293 4.047 0.0 0.0 0.0
H 4.464 -0.402 -1.556 0.0 0.0 0.0
H 5.280 0.158 3.610 0.0 0.0 0.0
H 3.731 0.000 4.394 0.0 0.0 0.0
H 4.836 2.593 3.176 0.0 0.0 0.0
H 4.707 2.234 4.902 0.0 0.0 0.0
H 3.246 2.442 3.928 0.0 0.0 0.0
H 6.239 0.636 1.554 0.0 0.0 0.0
H 5.926 0.544 -0.158 0.0 0.0 0.0
H 6.090 -1.865 1.742 0.0 0.0 0.0
H 7.332 -1.387 0.579 0.0 0.0 0.0
H 5.766 -1.982 0.015 0.0 0.0 0.0
H -4.382 -0.043 3.283 0.0 0.0 0.0
H -3.618 0.053 4.844 0.0 0.0 0.0
H -3.923 -2.533 3.210 0.0 0.0 0.0
H -4.896 -2.085 4.618 0.0 0.0 0.0
H -3.171 -2.423 4.801 0.0 0.0 0.0
H -1.675 0.153 5.861 0.0 0.0 0.0
H -0.085 0.784 5.522 0.0 0.0 0.0
H -0.814 -2.199 5.684 0.0 0.0 0.0
H 0.054 -1.283 6.920 0.0 0.0 0.0
H 0.803 -1.590 5.350 0.0 0.0 0.0
H -5.447 -1.693 -0.123 0.0 0.0 0.0
H -5.764 -1.831 -1.832 0.0 0.0 0.0
H -5.407 0.832 -0.337 0.0 0.0 0.0
H -6.951 0.156 -0.876 0.0 0.0 0.0
H -5.743 0.677 -2.059 0.0 0.0 0.0
O 0.489 2.521 1.386 0.1 0.1 0.0
S 1.274 3.063 0.257 0.1 -0.2 0.0
N 1.335 2.095 -0.874 0.2 0.4 0.0
Br -6.454 4.936 -3.847 0.0 0.0 0.0
C -4.954 4.057 -3.126 0.0 0.0 0.0
C -4.815 3.978 -1.747 0.0 0.0 0.1
C -3.716 3.321 -1.220 -0.1 0.0 0.1
C -2.772 2.757 -2.072 0.0 0.0 0.0
C -2.919 2.848 -3.452 0.0 0.0 -0.1
C -4.016 3.502 -3.987 0.1 0.0 0.0
C -1.641 2.013 -1.509 0.1 -0.2 0.2
O -0.759 1.459 -2.217 0.1 -0.1 0.3
O -1.534 1.842 -0.236 0.5 -0.3 -0.1
H -5.559 4.423 -1.100 0.0 0.0 0.0
H -3.587 3.238 -0.148 0.0 0.0 -0.1
H -2.172 2.403 -4.097 0.0 0.0 0.0
H -4.147 3.583 -5.057 0.0 0.0 0.0
```
Forces are in eV/Å.

Löwdin population analysis, charges in e, atoms 1 to 99: Ta 1.981; C -0.072; C -0.180; C -0.114; C -0.113; C -0.180; C -0.073; C -0.208; N -0.008; C -0.204; C 0.063; C -0.215; C -0.114; C -0.181; C -0.072; C -0.111; C -0.212; C 0.064; C -0.202; N -0.007; C -0.213; C 0.049; C -0.222; N -0.027; C -0.229; C 0.057; C -0.116; C -0.116; C -0.178; C -0.070; C -0.179; C -0.073; C -0.109; C -0.111; C -0.178; C -0.069; C -0.172; C -0.072; N 0.000; C -0.173; C -0.070; H 0.078; H 0.069; H 0.080; H 0.113; H 0.112; H 0.110; H 0.113; H 0.081; H 0.078; H 0.073; H 0.121; H 0.111; H 0.112; H 0.071; H 0.078; H 0.080; H 0.119; H 0.121; H 0.118; H 0.112; H 0.111; H 0.079; H 0.078; H 0.075; H 0.112; H 0.113; H 0.080; H 0.078; H 0.072; H 0.109; H 0.111; H 0.076; H 0.078; H 0.069; H 0.109; H 0.116; H 0.071; H 0.079; H 0.069; H 0.113; H 0.111; H 0.068; H 0.079; H 0.077; O -0.541; S 0.860; N -0.470; Br 0.786; C -0.684; C -0.108; C -0.005; C -0.134; C 0.006; C -0.103; C -0.541; O -0.066; O -0.133; H 0.109